{"formula": "C7H12N2", "method": "ωB97M-V/def2-TZVPD", "lumo_ev": 0.8, "max_force_ev_per_a": 7.86, "spin_multiplicity": 1, "smiles": "C#CC[C@]1(N)C[C@@H](N)C1", "e_above_lowest_kj_mol": 485.1, "species": ["C", "C", "C", "C", "N", "C", "C", "N", "C", "H", "H", "H", "H", "H", "H", "H", "H", "H", "H", "H", "H"], "coordinates": [[-1.7748, 2.3832, -0.3692], [-2.0342, 1.1893, -0.3858], [-1.9480, -0.2736, -0.1826], [-0.4225, -0.7998, -0.1945], [-0.4411, -2.2796, -0.2083], [0.3967, -0.0814, 1.0643], [1.1992, 0.7478, 0.0874], [2.5749, 0.6906, -0.0067], [0.6351, -0.1275, -1.0576], [-1.4914, 3.5118, -0.3060], [-2.4454, -0.4682, 0.8847], [-2.6489, -0.6914, -0.9280], [0.4891, -2.7334, 0.2572], [-1.3228, -2.6124, 0.3755], [0.8660, -0.9375, 1.5289], [-0.2399, 0.5666, 1.7092], [0.9413, 1.8051, 0.1460], [2.9459, -0.3183, -0.3490], [2.9894, 0.7088, 1.1963], [0.2309, 0.4226, -1.9743], [1.5006, -0.7026, -1.2875]]}

***

{"formula": "C8H12O8Pb", "method": "ωB97M-V/def2-TZVPD", "lumo_ev": 5.5, "max_force_ev_per_a": 0.77, "spin_multiplicity": 1, "total_charge": -2, "e_above_lowest_kj_mol": 0.0, "species": ["Pb", "C", "C", "O", "O", "H", "H", "H", "C", "C", "O", "O", "H", "H", "H", "C", "C", "O", "O", "H", "H", "H", "C", "C", "O", "O", "H", "H", "H"], "coordinates": [[0.1284, -0.0375, -0.1810], [3.3422, -2.4640, 1.9280], [2.4619, -1.4675, 1.1796], [2.3691, -0.3213, 1.6549], [1.8995, -1.8714, 0.1295], [4.3811, -2.2586, 1.6542], [3.0821, -3.4919, 1.6799], [3.2608, -2.3040, 3.0033], [-3.3868, -2.5210, 1.5053], [-2.0743, -1.8316, 1.1161], [-1.3517, -1.3940, 2.0304], [-1.8177, -1.7876, -0.1189], [-3.2616, -3.6051, 1.4516], [-4.1527, -2.2244, 0.7877], [-3.6834, -2.2363, 2.5132], [1.6238, 1.0762, -4.3266], [1.1860, 0.7061, -2.8987], [0.3965, -0.2646, -2.7824], [1.6352, 1.3902, -1.9549], [1.7967, 2.1543, -4.3647], [0.8177, 0.8271, -5.0185], [2.5345, 0.5605, -4.6267], [-1.8790, 3.8788, 1.0295], [-1.2100, 2.6127, 0.5094], [-1.8579, 1.9399, -0.3256], [-0.0833, 2.3165, 0.9737], [-1.1467, 4.6746, 1.1878], [-2.4040, 3.7200, 1.9732], [-2.6063, 4.2240, 0.2909]]}

***

{"formula": "C37H55BBrCaCl3CsFKLiN5O8S", "method": "ωB97M-V/def2-TZVPD", "lumo_ev": -6.6, "max_force_ev_per_a": 3.28, "spin_multiplicity": 1, "total_charge": 1, "species": ["C", "C", "O", "B", "O", "C", "C", "N", "C", "C", "C", "O", "C", "C", "C", "C", "C", "C", "C", "C", "C", "C", "C", "N", "C", "C", "C", "C", "C", "C", "C", "C", "C", "N", "C", "C", "C", "C", "N", "C", "H", "H", "H", "H", "H", "H", "H", "H", "H", "H", "H", "H", "H", "H", "H", "H", "H", "H", "H", "H", "H", "H", "H", "H", "H", "H", "H", "H", "H", "H", "H", "H", "H", "H", "H", "H", "H", "H", "H", "H", "H", "H", "H", "H", "Br", "F", "Li", "Ca", "Cl", "O", "S", "O", "O", "O", "C", "C", "O", "N", "C", "H", "H", "H", "H", "H", "H", "H", "K", "Cs", "Cl", "C", "C", "Cl", "H", "H", "H", "H"], "coordinates": [[1.5321, -1.1541, 5.1595], [1.5838, -0.6856, 3.6953], [0.8099, -1.4970, 2.7867], [-0.5043, -1.1554, 2.8178], [-1.2405, -1.6226, 3.9284], [-1.0745, -0.1883, 1.6702], [-0.7085, -0.4347, 0.1726], [0.3000, -1.4353, -0.0535], [1.0034, -1.4783, -1.3629], [-0.2952, -2.7693, 0.0460], [-1.3462, -3.2671, -0.9567], [0.0806, -3.5242, 0.9138], [-0.6309, 0.9730, -0.4958], [0.5441, 1.8905, -0.1024], [1.9325, 1.3578, -0.3172], [2.7717, 0.8852, 0.6477], [4.0582, 0.4115, 0.3971], [4.5097, 0.4126, -0.9043], [3.6477, 0.9346, -1.9451], [4.0815, 0.9745, -3.4390], [2.4043, 1.3988, -1.6406], [-2.0660, 1.6754, -0.3726], [-1.9577, 3.2060, -0.1122], [-1.5440, 3.5993, 1.2545], [-2.7468, 1.4371, -1.7729], [-4.0972, 2.0847, -2.0003], [-4.2628, 3.4315, -2.3258], [-5.4820, 4.0174, -2.5561], [-6.6530, 3.2757, -2.4880], [-6.5221, 1.9268, -2.2090], [-5.2873, 1.3360, -1.9692], [-5.3367, -0.1788, -1.7114], [-3.0496, 1.0955, 0.7011], [-2.5380, 0.1552, 1.7709], [-3.4255, -1.0017, 1.9803], [-3.6994, -1.9913, 1.0540], [-4.5672, -3.0237, 1.4041], [-5.0970, -2.9898, 2.6850], [-4.8776, -2.0466, 3.5920], [-4.0623, -1.0949, 3.2152], [0.7252, -0.5909, 5.6577], [2.4494, -0.8279, 5.6664], [1.3295, -2.2200, 5.2841], [1.2361, 0.3676, 3.5953], [2.6206, -0.6847, 3.3360], [-1.2963, -0.8711, 4.5432], [-0.5830, 0.7740, 1.9390], [-1.6337, -0.8711, -0.2911], [0.5052, -0.9871, -2.2099], [1.1462, -2.5244, -1.6831], [2.0361, -1.1406, -1.2111], [-1.7475, -2.4076, -1.5212], [-0.8192, -3.9035, -1.6819], [-2.1091, -3.8974, -0.4915], [-0.4961, 0.8167, -1.5759], [0.4973, 2.7860, -0.7436], [0.4931, 2.2538, 0.9505], [2.4239, 0.8859, 1.6878], [4.6459, 0.0482, 1.2384], [5.5167, 0.0142, -1.0891], [4.6906, 0.0723, -3.6795], [3.1682, 0.8950, -4.0460], [4.6092, 1.9034, -3.6481], [1.7920, 1.7650, -2.4699], [-1.3639, 3.7311, -0.8665], [-2.9867, 3.5874, -0.2108], [-1.2291, 2.8219, 1.8228], [-2.2326, 4.1662, 1.7341], [-2.0446, 1.8712, -2.5046], [-2.7999, 0.3580, -1.9641], [-3.3655, 4.0533, -2.3965], [-5.5541, 5.0823, -2.7799], [-7.6249, 3.7347, -2.6502], [-7.4458, 1.3447, -2.1942], [-6.2406, -0.5659, -2.1967], [-5.4663, -0.3273, -0.6250], [-4.4438, -0.7039, -2.0728], [-3.5761, 1.9157, 1.2114], [-3.8535, 0.5732, 0.1737], [-2.5971, 0.6780, 2.6472], [-3.2740, -1.9601, 0.0513], [-4.7825, -3.8110, 0.6600], [-5.7830, -3.8000, 2.9641], [-3.8311, -0.3103, 3.9499], [-0.7964, -5.8328, 0.9967], [5.8686, 2.4123, -1.9058], [0.4199, 4.5225, 2.2878], [-6.7664, -3.3643, 0.0849], [5.5047, -2.1582, -1.3648], [4.2268, 4.1908, -6.0662], [3.9819, 3.0303, -6.9585], [4.0571, 3.4608, -8.3617], [2.6395, 2.4760, -6.6999], [5.0040, 1.9917, -6.6992], [-0.9434, -2.6669, 9.7596], [-0.7003, -2.2258, 8.3382], [0.0518, -1.3004, 8.0651], [-1.3512, -2.9003, 7.3511], [-2.2726, -4.0151, 7.4890], [-0.3623, -2.0447, 10.4333], [-1.9999, -2.5625, 10.0110], [-0.6351, -3.7050, 9.8897], [-1.1467, -2.5641, 6.4228], [-1.8771, -4.8737, 6.9449], [-3.2370, -3.7366, 7.0602], [-2.4139, -4.2895, 8.5286], [6.4288, 3.0814, -5.4416], [7.3099, -1.2278, -3.0587], [9.3828, 2.2799, -7.8136], [10.5618, 1.3618, -8.7839], [10.0816, -0.0357, -9.0847], [10.0260, -1.0563, -7.6224], [11.5074, 1.3528, -8.2467], [10.7023, 1.9114, -9.7135], [10.7666, -0.5177, -9.7807], [9.0886, -0.0297, -9.5282]]}

***

{"formula": "C33H58F5N5O6", "method": "ωB97M-V/def2-TZVPD", "lumo_ev": 0.6, "max_force_ev_per_a": 3.47, "spin_multiplicity": 1, "smiles": "C=C[C@@](CCCC(F)(F)C(F)(F)F)(O[C@@](CN)(OCCC)c1ccccc1)[C@@H](CCO)N(CCC(N)=O)CNC.COCCNCCOC", "species": ["C", "C", "C", "C", "C", "C", "C", "F", "F", "C", "F", "F", "F", "O", "C", "C", "N", "O", "C", "C", "C", "C", "C", "C", "C", "C", "C", "C", "C", "C", "O", "N", "C", "C", "C", "N", "O", "C", "N", "C", "H", "H", "H", "H", "H", "H", "H", "H", "H", "H", "H", "H", "H", "H", "H", "H", "H", "H", "H", "H", "H", "H", "H", "H", "H", "H", "H", "H", "H", "H", "H", "H", "H", "H", "H", "H", "H", "H", "H", "H", "H", "H", "H", "C", "O", "C", "C", "N", "C", "C", "O", "C", "H", "H", "H", "H", "H", "H", "H", "H", "H", "H", "H", "H", "H", "H", "H"], "coordinates": [[-2.6227, -0.5555, 2.8548], [-2.4636, -1.1768, 1.6696], [-1.9045, -0.5762, 0.3494], [-1.5566, -1.8305, -0.5740], [-1.2484, -1.4735, -2.0710], [0.0642, -2.2729, -2.4941], [0.2995, -2.3103, -4.0310], [-0.8403, -2.3930, -4.7820], [1.0648, -3.4483, -4.2949], [1.1429, -1.0723, -4.5098], [0.2819, -0.0202, -4.6069], [1.6758, -1.3753, -5.7343], [2.2046, -0.7839, -3.7167], [-2.7180, 0.3006, -0.4213], [-4.1086, 0.2692, -0.3171], [-4.6143, 1.2147, -1.5125], [-6.0603, 1.5132, -1.4275], [-4.7706, -0.9817, -0.3466], [-4.8656, -1.5994, -1.6266], [-6.3102, -1.5247, -2.2691], [-6.6670, -2.8387, -3.0609], [-4.7076, 1.0254, 0.9451], [-5.5989, 0.3161, 1.8499], [-6.1081, 0.9931, 3.0214], [-5.7579, 2.3648, 3.3380], [-4.8940, 3.0833, 2.4342], [-4.3894, 2.3853, 1.2754], [-0.5711, 0.2825, 0.7193], [0.7178, -0.5751, 0.8966], [0.7252, -1.4964, 2.1865], [0.6277, -2.8993, 1.8484], [-0.4608, 1.3650, -0.3091], [0.7204, 1.2615, -1.1696], [0.7106, 2.3380, -2.3423], [2.0701, 2.2952, -3.1194], [3.3252, 2.2708, -2.3467], [2.1474, 2.3226, -4.3192], [-0.6289, 2.6815, 0.2787], [0.5584, 3.2004, 1.0137], [0.0789, 4.4213, 1.7381], [-2.5926, 0.5607, 2.9038], [-2.7549, -1.1418, 3.7850], [-2.8249, -2.2371, 1.6339], [-0.7972, -2.5047, -0.1128], [-2.5091, -2.4327, -0.5794], [-1.1905, -0.3876, -2.3038], [-2.0478, -1.8988, -2.7339], [0.9728, -1.9433, -1.9447], [-0.1429, -3.3346, -2.1890], [-4.2547, 0.8775, -2.5103], [-4.0771, 2.1856, -1.3156], [-6.1924, 2.4582, -1.0556], [-6.4056, 1.5817, -2.3884], [-4.7017, -2.7027, -1.4548], [-4.0913, -1.3006, -2.3695], [-6.3963, -0.6788, -3.0013], [-7.0872, -1.4038, -1.4742], [-5.8897, -3.0496, -3.8435], [-7.6721, -2.7682, -3.5470], [-6.7062, -3.7268, -2.3786], [-5.9018, -0.7374, 1.7205], [-6.7684, 0.4742, 3.7429], [-6.1230, 2.8908, 4.2411], [-4.5755, 4.1373, 2.5929], [-3.7092, 2.9363, 0.5912], [-0.7128, 0.8371, 1.6869], [0.9818, -1.2379, 0.0421], [1.6084, 0.0925, 1.0512], [1.7264, -1.3872, 2.6854], [-0.0272, -1.1894, 2.9467], [-0.0926, -3.2820, 2.3749], [0.8645, 0.2787, -1.6676], [1.6457, 1.5118, -0.5743], [-0.1534, 2.1685, -3.0289], [0.6257, 3.3855, -1.9616], [3.9149, 3.0258, -2.7120], [3.8346, 1.4135, -2.5731], [-1.4865, 2.6973, 1.0008], [-0.9041, 3.4449, -0.5102], [1.2334, 3.5352, 0.3208], [0.8130, 5.2571, 1.7018], [-0.8609, 4.8136, 1.2500], [-0.1709, 4.1424, 2.7945], [8.4117, -1.1716, 3.8910], [7.8659, 0.0161, 3.3443], [8.3739, 0.3465, 2.0533], [7.3235, 0.1185, 0.9734], [7.0602, -1.3038, 0.7732], [5.8574, -1.5898, -0.0121], [4.5103, -1.0823, 0.5142], [4.0533, -1.7303, 1.6921], [4.6329, -1.2545, 2.8951], [8.1436, -1.2069, 4.9472], [7.9912, -2.0599, 3.4093], [9.5015, -1.1880, 3.8067], [9.3036, -0.1909, 1.8327], [8.6099, 1.4145, 2.0796], [7.6747, 0.5541, 0.0327], [6.4205, 0.6563, 1.2822], [6.9610, -1.7528, 1.6739], [5.7925, -2.6791, -0.0913], [6.0077, -1.2111, -1.0289], [3.7625, -1.3129, -0.2517], [4.4848, 0.0069, 0.6360], [4.8387, -0.1818, 2.8621], [5.5417, -1.8142, 3.1244], [3.9281, -1.4448, 3.7073]]}